This record from the OMol25 dataset describes C22H24CsN4 as an isolated structure. The level of theory is ωB97M-V/def2-TZVPD.

XYZ file:
```
51
Properties=species:S:1:pos:R:3:mulliken_charge:R:1
Cs 0.773 0.045 0.026 0.958
C 1.694 -5.004 1.459 -0.669
C 2.992 -5.013 1.954 -0.306
C 3.563 -3.825 2.356 -0.747
C 2.834 -2.627 2.267 0.137
N 1.599 -2.621 1.750 -0.271
C 1.058 -3.779 1.373 -0.207
C 3.421 -1.340 2.735 0.753
C 4.255 -1.400 3.860 -0.601
C 4.872 -0.254 4.331 -0.589
C 4.646 0.944 3.661 -0.492
C 3.795 0.972 2.562 -0.588
C 3.124 -0.153 2.033 -0.327
H 1.199 -5.912 1.142 0.362
H 3.552 -5.939 2.018 0.397
H 4.581 -3.800 2.718 0.419
H 0.047 -3.715 0.981 0.425
H 4.397 -2.335 4.395 0.334
H 5.506 -0.292 5.209 0.352
H 5.127 1.854 4.008 0.327
H 3.628 1.943 2.094 0.262
N -1.263 -2.624 -1.049 -0.385
C -2.077 -2.205 -2.198 -0.667
C -3.297 -1.422 -1.733 -0.868
C -2.940 -0.167 -0.944 -0.409
N -2.035 0.677 -1.715 -0.185
H -0.481 -3.193 -1.354 0.221
H -1.820 -3.213 -0.437 0.200
H -2.407 -3.054 -2.811 0.348
H -1.460 -1.561 -2.823 0.383
H -3.933 -2.073 -1.121 0.343
H -3.890 -1.138 -2.608 0.349
H -2.432 -0.465 -0.023 0.244
H -3.861 0.349 -0.643 0.340
H -1.750 1.486 -1.166 -0.029
H -2.533 1.070 -2.509 0.241
C -0.380 3.302 -0.039 -1.627
C -1.207 3.731 -1.050 0.773
C -0.836 3.682 -2.445 -0.487
C -1.724 3.953 -3.446 -0.528
C -3.057 4.326 -3.172 0.320
C -3.431 4.452 -1.816 -0.515
C -2.556 4.186 -0.803 -0.595
C -3.980 4.590 -4.217 0.125
N -4.737 4.801 -5.066 -0.647
H -0.677 3.431 0.996 0.137
H 0.651 3.009 -0.211 0.593
H 0.180 3.392 -2.692 0.292
H -1.407 3.882 -4.481 0.383
H -4.442 4.769 -1.584 0.408
H -2.879 4.284 0.228 0.312
```

orbital gap: 0.1812 Eh
total charge: -1



This record from the OMol25 dataset describes C22H24FN3O3 as an isolated structure. The level of theory is ωB97M-V/def2-TZVPD.

XYZ file:
```
53
Properties=species:S:1:pos:R:3:mulliken_charge:R:1
O 1.648 -3.081 0.388 -0.718
C 2.469 -2.777 -0.466 1.043
C 2.603 -3.446 -1.785 -0.963
C 1.890 -4.494 -2.183 0.527
C 2.051 -5.183 -3.509 -0.856
C 2.003 -6.676 -3.146 -0.580
C 1.167 -6.754 -1.840 -0.605
C 0.867 -5.295 -1.431 -0.616
N 3.358 -1.761 -0.264 -0.089
C 3.321 -0.946 0.923 -1.257
C 2.487 0.280 0.733 1.169
C 2.134 1.268 1.872 -0.874
C 1.128 1.741 0.801 -0.025
N 0.012 2.555 1.180 -0.033
C -1.024 2.802 0.345 0.520
O -1.011 2.506 -0.840 -0.730
C -2.200 3.481 0.933 0.450
C -2.523 3.831 2.213 -0.914
C -3.806 4.450 2.146 0.582
C -4.673 5.014 3.080 0.374
F -4.309 5.034 4.378 -0.316
C -5.874 5.542 2.696 -0.778
C -6.247 5.517 1.341 -0.256
C -5.434 4.974 0.373 -1.121
C -4.213 4.443 0.794 0.078
N -3.212 3.846 0.084 0.046
C 2.084 2.228 -0.288 -0.799
O 3.039 1.143 -0.273 -0.538
C 0.983 0.254 0.389 -0.694
H 3.341 -3.036 -2.469 0.211
H 1.190 -4.923 -4.134 0.294
H 2.948 -4.893 -4.056 0.372
H 1.587 -7.279 -3.952 0.311
H 3.014 -7.040 -2.965 0.272
H 0.250 -7.328 -1.967 0.291
H 1.741 -7.247 -1.056 0.271
H 0.869 -5.128 -0.361 0.361
H -0.119 -4.994 -1.801 0.291
H 3.963 -1.479 -1.014 0.231
H 2.897 -1.535 1.734 0.377
H 4.338 -0.660 1.203 0.420
H 1.663 0.804 2.736 0.380
H 2.921 1.965 2.168 0.315
H -0.029 2.907 2.121 0.274
H -1.944 3.663 3.105 0.451
H -6.526 5.973 3.444 0.443
H -7.201 5.939 1.056 0.372
H -5.730 4.960 -0.667 0.406
H -3.172 3.663 -0.905 0.210
H 1.599 2.300 -1.259 0.376
H 2.576 3.167 -0.026 0.337
H 0.725 0.044 -0.648 0.362
H 0.382 -0.339 1.072 0.348
```

energy relative to the best compared isomer or geometry (same formula, charge and spin): 47.5 kcal/mol
orbital gap: 0.3259 Eh



This record from the OMol25 dataset describes C22H24FN3O3 as an isolated structure. The level of theory is ωB97M-V/def2-TZVPD.

XYZ file:
```
53
Properties=species:S:1:pos:R:3:mulliken_charge:R:1
O -0.792 1.172 -1.141 -0.716
C -0.103 1.659 -2.025 0.895
C -0.109 3.094 -2.386 -0.985
C -0.924 3.993 -1.833 0.553
C -0.926 5.456 -2.190 -0.791
C -2.398 5.851 -2.057 -0.615
C -2.909 5.017 -0.870 -0.627
C -2.012 3.759 -0.816 -0.538
N 0.713 0.890 -2.813 -0.134
C 0.977 -0.490 -2.459 -1.204
C 2.148 -0.608 -1.530 1.095
C 2.598 -1.915 -0.852 -0.919
C 3.432 -0.907 -0.031 0.000
N 4.036 -1.320 1.204 -0.075
C 4.580 -0.406 2.053 0.551
O 4.914 0.715 1.706 -0.718
C 4.810 -0.860 3.444 0.436
C 4.579 -2.039 4.096 -0.919
C 5.038 -1.845 5.437 0.510
C 5.085 -2.637 6.586 0.444
F 4.608 -3.896 6.512 -0.316
C 5.597 -2.164 7.762 -0.812
C 6.090 -0.844 7.815 -0.233
C 6.070 -0.015 6.719 -1.134
C 5.540 -0.533 5.531 0.077
N 5.385 0.044 4.300 0.051
C 4.339 -0.345 -1.134 -0.766
O 3.357 -0.160 -2.175 -0.535
C 2.227 0.067 -0.147 -0.627
H 0.599 3.420 -3.142 0.253
H -0.332 5.995 -1.443 0.270
H -0.489 5.657 -3.167 0.368
H -2.535 6.922 -1.910 0.334
H -2.932 5.576 -2.970 0.283
H -2.844 5.587 0.058 0.292
H -3.957 4.750 -1.001 0.281
H -2.540 2.829 -1.009 0.341
H -1.555 3.628 0.168 0.297
H 1.404 1.358 -3.376 0.273
H 0.087 -0.882 -1.970 0.379
H 1.166 -1.069 -3.364 0.387
H 1.806 -2.382 -0.267 0.391
H 3.132 -2.638 -1.469 0.335
H 3.647 -2.146 1.629 0.279
H 4.142 -2.938 3.695 0.464
H 5.618 -2.806 8.632 0.448
H 6.493 -0.479 8.750 0.371
H 6.450 0.996 6.773 0.402
H 5.659 0.966 4.003 0.214
H 4.799 0.604 -0.870 0.369
H 5.099 -1.059 -1.461 0.345
H 2.433 1.135 -0.128 0.340
H 1.393 -0.198 0.500 0.333
```

energy relative to the best compared isomer or geometry (same formula, charge and spin): 45.6 kcal/mol
orbital gap: 0.3252 Eh



This record from the OMol25 dataset describes C22H24IrN5O11SSi as an isolated structure. The level of theory is ωB97M-V/def2-TZVPD.

XYZ file:
```
65
Properties=species:S:1:pos:R:3:mulliken_charge:R:1
Ir -0.086 -0.027 -0.585 2.719
O 3.284 0.005 1.746 -0.786
C 2.479 0.407 0.908 -0.318
O 1.771 -0.392 0.186 -0.886
C 2.375 1.901 0.657 0.797
C 3.498 2.621 0.967 -0.098
C 3.551 4.001 0.766 -0.706
C 2.466 4.677 0.248 -0.166
C 1.318 3.982 -0.061 -0.635
C 1.182 2.559 0.166 0.813
O 0.072 1.972 0.008 -1.034
N 0.242 4.791 -0.655 1.069
O -0.756 4.253 -1.071 -0.588
O 0.429 6.004 -0.732 -0.731
N 4.755 4.737 1.092 1.059
O 4.770 5.945 0.905 -0.677
O 5.707 4.121 1.539 -0.670
H 4.346 2.096 1.382 0.617
H 2.509 5.738 0.073 0.648
O -4.754 -0.877 4.636 -0.732
C -3.604 -0.432 4.842 0.384
O -3.045 -0.097 5.909 -0.742
C -2.715 -0.315 3.574 0.468
C -1.345 -0.093 3.681 -0.705
C -0.556 -0.099 2.545 -0.911
N -1.071 -0.292 1.327 0.172
C -2.401 -0.413 1.198 0.855
C -3.245 -0.453 2.296 -0.973
C -2.909 -0.504 -0.233 -0.018
O -4.027 -0.980 -0.439 -0.782
O -2.096 -0.095 -1.145 -0.593
H -0.917 0.055 4.664 0.550
H 0.522 0.004 2.602 0.480
H -4.305 -0.614 2.161 0.584
S -0.100 -2.250 -1.333 -0.604
C -0.480 -2.935 0.212 -0.370
N -1.691 -3.443 0.438 -0.109
C -2.148 -3.819 1.775 -0.219
C -0.964 -4.348 2.566 -0.810
C 0.148 -3.312 2.549 -0.177
N 0.440 -2.952 1.165 0.037
H -2.383 -3.171 -0.239 0.331
H -2.926 -4.575 1.671 0.415
H -2.588 -2.949 2.272 -0.058
H -0.606 -5.278 2.116 0.305
H -1.266 -4.555 3.592 0.447
H 1.062 -3.701 2.996 0.457
H -0.154 -2.425 3.114 -0.041
H 1.276 -2.409 0.945 0.248
C -1.534 -0.570 -4.253 -0.928
Si 0.281 -0.135 -4.064 0.208
C 0.676 1.136 -5.412 -1.185
C 1.329 -1.651 -4.477 -1.072
C 0.722 0.586 -2.413 -0.450
H -1.796 -0.712 -5.307 0.398
H -2.155 0.227 -3.837 0.256
H -1.785 -1.476 -3.697 0.280
H 0.563 0.710 -6.415 0.281
H 1.701 1.505 -5.312 0.308
H 0.005 1.997 -5.331 0.295
H 1.164 -1.967 -5.513 0.311
H 1.102 -2.496 -3.821 0.366
H 2.392 -1.416 -4.359 0.275
H 0.453 1.648 -2.465 0.100
H 1.820 0.551 -2.322 0.239
```

energy relative to the best compared isomer or geometry (same formula, charge and spin): 18.0 kcal/mol
orbital gap: 0.2688 Eh
total charge: -2